[1]
Here is C47H36BrIrN5O6 as an isolated structure from the OMol25 dataset. Energies are from ωB97M-V/def2-TZVPD.

The HOMO energy (spin up / spin down) comes out at -12.42 / -12.42 eV. The expectation value of S² is 0.7581. The calculated total energy is -5215.5686 Eh. The spin multiplicity is 2. The HOMO-LUMO gap (spin up / spin down) comes out at 0.18483 / 0.18548 hartree. The calculation puts the largest force on an atom at 0.735 eV/A. The charge is +2.

Geometry as XYZ:
```
96
Properties=species:S:1:pos:R:3:forces:R:3
Ir 0.124909 -0.567404 0.714476 -0.44 -0.59 -0.05
Br -5.054094 -3.723511 5.071515 0.00 0.00 0.00
O -1.454346 0.425982 -3.217763 0.03 0.02 -0.06
O 3.307293 -2.559627 2.180753 0.01 0.03 0.02
O -1.600942 -1.462501 -0.244225 0.04 0.32 0.17
O 3.116424 0.666771 -0.142237 0.04 -0.01 -0.04
O -0.923904 0.338638 2.169151 -0.06 0.12 -0.21
O -0.864897 -0.394953 4.275432 0.14 -0.17 -0.04
N 1.162740 -1.787852 -0.557643 -0.06 0.03 0.14
N 0.955645 0.472394 -2.843503 0.08 -0.08 0.11
N 1.514574 -1.241599 1.990887 0.31 0.10 -0.03
N 0.971353 1.189307 -1.840836 -0.14 0.09 -0.16
N -0.322271 0.922759 -1.244145 0.17 0.14 -0.17
C 2.319788 0.398644 3.714670 0.00 0.01 -0.01
C -0.733449 -2.039828 -3.806171 -0.01 -0.01 -0.02
C -0.044997 -2.167292 -6.114686 -0.01 0.00 0.00
C -2.096089 -3.191574 -5.434835 0.00 0.00 -0.01
C -1.883817 -2.765563 -4.123334 -0.02 -0.01 0.00
C -0.443593 -0.021523 -2.464517 -0.07 -0.05 0.08
C -3.599047 -0.603808 1.937899 -0.01 0.01 -0.04
C -3.035510 2.962764 1.594099 0.04 -0.03 0.03
C 1.922245 -1.030189 3.402915 0.02 0.01 -0.04
C -4.612945 3.095804 -0.204963 -0.03 -0.01 0.05
C 2.976043 1.924411 -0.590315 0.04 -0.02 -0.02
C 2.186644 -2.436950 0.045948 0.04 0.00 0.05
C -5.294741 -2.110468 2.745037 0.00 -0.01 0.00
C -3.628987 2.705482 -1.100955 -0.05 -0.24 0.05
C -2.051703 2.576877 0.698214 -0.04 0.13 0.18
C 2.379752 2.764540 3.259405 0.01 0.00 -0.01
C -2.773041 -2.668379 -1.831074 0.01 0.02 0.05
C -1.422091 -0.339220 3.201098 -0.17 0.32 0.06
C 0.781144 -2.189559 -1.779062 -0.01 0.02 -0.05
C -4.856597 -1.176778 1.817285 0.00 0.01 0.01
C -0.494282 -1.560317 -2.371945 0.04 0.02 0.03
C 1.948563 2.191951 -1.500335 0.01 0.03 0.07
C 3.827444 2.980489 -0.271784 0.02 -0.02 -0.01
C 3.073475 2.989001 4.438374 0.00 0.00 0.00
C 1.453618 -3.222059 -2.426057 0.04 -0.02 0.01
C 3.380242 1.917124 5.264673 0.00 -0.01 0.00
C 2.354214 -2.050690 1.443165 -0.07 -0.05 -0.03
C 0.179087 -1.746188 -4.810656 0.03 0.01 -0.01
C 2.912557 -3.443839 -0.551927 -0.02 0.00 -0.04
C 2.710139 4.432510 -1.853545 0.04 0.01 0.03
C 2.000598 1.477041 2.902002 0.04 0.03 -0.05
C -4.323713 3.212276 1.147059 -0.01 0.00 -0.06
C -4.466493 -2.452344 3.804921 -0.01 0.00 0.00
C 1.838522 3.411964 -2.165364 -0.11 -0.01 0.07
C -2.346090 2.403151 -0.644452 -0.08 0.06 -0.21
C -3.221792 -1.868824 3.952884 0.01 -0.01 -0.02
C -2.871010 -3.077064 -3.105245 0.02 0.00 -0.02
C 4.361860 0.352793 0.503925 -0.03 0.01 0.04
C -1.653905 -1.881577 -1.400189 -0.04 -0.08 -0.14
C -2.780301 -0.948352 3.006292 0.06 -0.06 -0.02
C 3.098928 -2.030956 3.538452 -0.02 0.04 -0.02
C 2.541141 -3.836266 -1.827416 -0.02 0.05 0.03
C -1.184243 -2.893164 -6.430949 0.00 0.01 0.01
C -1.207606 2.133549 -1.598926 -0.04 -0.09 0.04
C 3.684441 4.212896 -0.885932 -0.02 -0.01 -0.02
C 3.004075 0.632649 4.904664 0.00 0.03 0.02
C -1.562637 1.849844 -3.067352 -0.01 0.10 0.00
H 4.392295 -0.729014 0.591416 0.02 0.02 -0.03
H -6.273393 -2.561970 2.657566 0.00 0.00 0.00
H -5.094499 3.515647 1.842480 0.01 0.00 0.00
H -1.357607 -3.224227 -7.445367 0.00 0.00 0.00
H 1.120344 -3.552065 -3.396649 0.01 -0.01 0.00
H -3.518051 -2.891468 -1.079110 0.00 0.00 0.00
H -0.549837 3.001783 -1.553508 0.08 -0.08 0.12
H -3.897178 2.657666 -2.147420 0.00 -0.04 0.04
H 2.888927 -2.880385 4.182398 -0.03 -0.01 -0.03
H -5.606306 3.318227 -0.570297 0.00 0.00 0.00
H -1.050777 2.429930 1.068093 0.18 -0.13 0.03
H 1.079588 -1.304840 4.033594 -0.04 0.03 0.07
H 1.432220 1.329985 1.992606 0.02 0.01 0.02
H -3.260104 0.125680 1.216972 0.02 0.04 -0.02
H 3.067299 -4.630237 -2.338634 -0.01 -0.01 0.01
H -5.509798 -0.887399 1.003360 0.00 0.00 0.00
H 3.232691 -0.187426 5.576454 0.00 -0.01 -0.01
H -3.729518 -3.663759 -3.411494 0.00 0.00 0.00
H 3.904736 2.080241 6.196344 0.00 0.00 0.00
H -2.577417 2.113031 -3.335013 0.06 0.03 -0.02
H 4.618231 2.832131 0.447947 0.00 0.01 0.01
H 2.630326 5.386414 -2.353819 0.00 0.00 -0.01
H 4.405116 0.799784 1.497243 -0.02 0.04 0.01
H 5.198938 0.687001 -0.109113 0.01 -0.01 0.01
H -0.876575 2.330100 -3.767244 0.01 0.02 0.01
H -2.989663 -3.758087 -5.664835 0.00 0.00 0.00
H 1.069542 3.551143 -2.914140 0.02 0.01 -0.02
H 2.113299 3.597657 2.620177 0.00 0.00 0.00
H -2.785125 3.071126 2.641245 -0.01 0.00 -0.01
H 3.715411 -3.920515 -0.007061 0.00 -0.01 -0.01
H -2.588742 -2.112354 4.794408 0.00 0.00 0.00
H 3.360192 3.992854 4.721104 0.00 0.00 0.00
H 4.028419 -1.552092 3.830202 0.00 -0.01 0.04
H 0.678309 -1.929075 -6.882796 0.00 0.00 0.00
H 4.363514 5.011302 -0.618871 0.00 0.00 0.00
H 1.086843 -1.198162 -4.591092 -0.02 -0.01 0.00
```
Forces are in eV/Å.

***

[2]
Here is C20H12CaN4O7SSe as an isolated structure in a non-equilibrium geometry from the OMol25 dataset. Energies are from ωB97M-V/def2-TZVPD.

The HOMO energy comes out at -8.99 eV. The calculated total energy is -4992.2826 Eh. The HOMO-LUMO gap comes out at 0.27772 hartree. The calculation puts the largest force on an atom at 3.452 eV/A.

Geometry as XYZ:
```
46
Properties=species:S:1:pos:R:3:forces:R:3
Se -1.034993 2.244300 -1.068838 -0.38 0.85 0.02
Ca 0.002607 -0.879615 -0.775714 1.15 0.03 -0.84
S -2.815320 -1.904629 -2.409471 -0.29 0.21 -0.13
O 4.555752 -1.091674 5.555103 -0.03 -0.01 -0.17
O 1.980322 -1.573268 -1.005963 1.72 -0.58 -0.05
O 5.829250 -1.086166 3.816610 -0.18 -0.04 0.05
O -2.521647 -3.297684 -2.237015 -0.12 -0.08 0.07
O 0.218171 -1.381089 1.145067 0.52 -0.62 2.43
O -2.210020 0.354459 0.425741 -0.13 -0.37 -0.14
O -2.634942 -1.337413 -3.715536 -0.21 -0.03 -0.05
N -0.149102 3.737456 -1.167229 0.25 0.36 -0.07
N 0.382099 1.243691 -1.354720 0.83 1.09 -0.37
N 4.731444 -1.117885 4.349106 0.36 0.09 0.18
N -1.954118 -1.025042 -1.337824 -2.91 -0.84 -1.65
C 1.438656 2.055718 -1.498546 -0.43 0.19 0.02
C 1.264003 -1.316367 1.861816 0.26 -0.16 0.26
C 3.561138 -1.182410 3.494490 -0.30 -0.05 -0.21
C -6.738033 -1.286834 -1.342310 0.07 0.01 0.00
C 2.179409 4.414383 -1.458372 0.31 0.17 -0.05
C -4.158739 -0.642517 -0.620914 -0.19 -0.09 -0.06
C -6.501143 -0.466692 -0.244274 0.01 0.00 0.02
C 2.596202 -1.367758 1.299403 -0.42 0.02 0.09
C -5.684238 -1.796405 -2.093680 -0.03 -0.17 -0.19
C 3.715811 -1.299716 2.141993 0.18 0.00 0.05
C -5.204569 -0.133789 0.126528 0.02 0.03 0.03
C 2.761775 1.644360 -1.786042 0.38 -0.02 -0.04
C 3.444265 3.978374 -1.708959 -0.20 0.33 0.06
C -2.699150 -0.394080 -0.431652 -0.61 0.43 0.54
C -4.403150 -1.464117 -1.713101 0.31 0.13 0.21
C 3.731036 2.598149 -1.886670 -0.13 -0.38 -0.02
C 2.272614 -1.145757 4.073058 0.17 0.00 0.00
C 1.166131 -1.214862 3.285410 -0.03 0.02 -0.10
C 1.137767 3.458268 -1.366375 -0.29 -0.41 -0.03
C 2.825961 -1.546259 -0.099930 0.34 -0.15 0.08
H 4.711300 -1.340121 1.718447 0.02 -0.01 0.04
H -7.336064 -0.085897 0.328706 -0.01 0.00 -0.01
H 3.883828 -1.688431 -0.377038 -0.03 0.05 -0.02
H 4.746179 2.303302 -2.118562 0.00 -0.01 0.02
H -5.003866 0.506781 0.975187 0.01 -0.01 0.00
H 2.195666 -1.063267 5.147440 -0.03 -0.01 0.02
H 1.942785 5.462474 -1.335895 0.02 -0.01 -0.01
H 2.973073 0.595093 -1.940298 0.03 0.02 0.00
H 0.169296 -1.192333 3.704013 0.01 0.01 0.02
H -7.754766 -1.532383 -1.617886 0.00 0.00 0.00
H -5.866366 -2.434462 -2.948536 0.00 0.01 0.01
H 4.253706 4.692111 -1.786783 -0.01 0.00 0.00
```
Forces are in eV/Å.

***

[3]
Here is a 2-piece molecular cluster, C4H5NO2 overall in a non-equilibrium geometry from the OMol25 dataset. Energies are from ωB97M-V/def2-TZVPD.

The HOMO energy comes out at -8.89 eV. The calculated total energy is -360.6162 Eh. The HOMO-LUMO gap comes out at 0.33384 hartree. The calculation puts the largest force on an atom at 1.434 eV/A.

Geometry as XYZ:
```
12
Properties=species:S:1:pos:R:3:forces:R:3
O 3.460510 -1.018837 -1.114127 -0.84 0.69 0.77
O -0.844482 -2.106423 -0.344943 0.27 0.39 0.30
N 0.123359 1.060455 0.974926 0.04 0.08 -0.12
C 2.747511 -0.439207 -0.450814 0.92 -0.73 -0.82
C -1.703976 0.599084 -0.585672 0.09 -0.01 0.12
C -0.340158 -1.224140 0.309228 -0.20 -0.32 -0.16
C -0.668695 0.228965 0.175495 -0.23 0.02 -0.20
H 0.423332 -1.449835 1.085833 -0.10 -0.02 -0.10
H -2.298308 -0.163060 -1.077507 0.12 0.10 0.08
H -0.018305 2.046605 0.798170 0.02 -0.12 0.05
H 1.109025 0.826146 0.936955 -0.16 0.06 0.05
H -1.989815 1.640251 -0.707543 0.06 -0.14 0.03
```
Forces are in eV/Å.

***

[4]
Here is the molecule C2H3ClF2O in a non-equilibrium geometry from the OMol25 dataset. Energies are from ωB97M-V/def2-TZVPD.

The HOMO energy comes out at -10.78 eV. The calculated total energy is -813.1347 Eh. The HOMO-LUMO gap comes out at 0.42956 hartree. The calculation puts the largest force on an atom at 7.527 eV/A. The SMILES is FC(F)OCCl.

Geometry as XYZ:
```
9
Properties=species:S:1:pos:R:3:forces:R:3
Cl 0.275488 -1.990608 1.029555 -0.42 -0.03 -0.54
F -0.976566 1.729874 -0.417558 1.27 0.36 -0.05
F -0.744451 0.657759 1.361779 0.72 -0.17 0.45
O 0.762624 0.161854 -0.416338 -0.80 3.82 2.34
C -0.004711 1.221935 0.400555 -3.51 -5.51 -3.74
C 0.151700 -1.041888 -0.513899 0.85 -0.88 0.45
H 0.628336 1.886811 0.780132 2.84 2.84 1.10
H 0.684003 -1.610113 -1.225304 1.29 -0.64 -0.54
H -0.776423 -1.015625 -0.998921 -2.23 0.21 0.52
```
Forces are in eV/Å.

***

[5]
Here is a 7-piece molecular cluster, C15H44O7 overall in a non-equilibrium geometry from the OMol25 dataset. Energies are from ωB97M-V/def2-TZVPD.

The HOMO energy (spin up / spin down) comes out at -11.80 / -11.76 eV. The expectation value of S² is 0.7555. The calculated total energy is -1124.1061 Eh. The spin multiplicity is 2. The HOMO-LUMO gap (spin up / spin down) comes out at 0.33295 / 0.08631 hartree. The calculation puts the largest force on an atom at 2.981 eV/A. The charge is +1.

Geometry as XYZ:
```
66
Properties=species:S:1:pos:R:3:forces:R:3
O 3.530698 -1.223881 0.226738 1.09 -0.14 0.33
O 2.606348 0.832809 -5.871242 -0.70 -0.40 -1.01
O -1.117352 0.339329 4.541958 -0.75 1.17 -0.13
O -3.402772 -0.997111 3.307298 0.11 -0.19 -0.31
O 1.020818 -0.526801 -0.841082 1.40 -1.76 1.92
O 0.438118 2.440419 3.549278 1.47 0.04 -0.14
O 0.081618 1.107609 -2.501802 -0.80 1.42 -0.46
C 2.880388 -1.238411 -4.714072 0.35 -0.50 0.22
C -2.408712 0.853449 -2.647602 0.69 1.78 -0.09
C -0.495242 2.947399 2.643968 -1.74 -0.13 0.58
C -4.209772 1.281079 2.894058 -0.80 -1.17 0.11
C -1.045422 0.890589 -3.436012 -0.68 -2.49 1.49
C -0.642422 -0.466831 -3.944222 0.10 -1.05 -1.76
C 4.282298 -1.223781 -0.963462 0.04 -0.59 0.54
C -3.625062 -0.049541 2.282138 -1.59 0.54 0.47
C -4.624252 -0.783711 1.314128 1.70 1.21 0.16
C -0.986432 -1.195421 6.302988 0.72 -0.39 0.39
C 4.846178 0.399129 -5.129472 1.11 -1.73 -1.00
C 0.329588 -1.374351 4.144808 2.14 -1.01 0.45
C 3.570378 -0.215371 -5.651762 -1.94 0.86 1.52
C -0.176402 -0.479561 5.219288 -2.65 -0.22 0.27
C 0.007078 -0.820201 0.098358 -0.16 -0.22 -0.13
H -4.837172 -0.079481 0.509878 -0.54 -0.04 -0.03
H 3.917158 -2.026031 -1.604682 -0.27 0.12 -0.41
H 1.296208 2.783439 3.289248 0.29 -0.10 0.35
H -4.004742 -1.556601 0.859208 -0.35 -0.41 0.05
H 5.501288 -0.407561 -5.458392 0.99 0.08 0.56
H 0.661138 0.009559 -1.551402 -0.51 1.33 -1.25
H -5.104372 0.907419 3.392228 -0.44 0.25 -0.10
H 1.008568 -2.083391 4.618448 0.48 -0.15 -0.14
H -1.697112 -0.532181 6.796078 0.18 0.16 -0.12
H -1.088782 1.629359 -4.236282 0.19 0.12 0.29
H 5.339048 -1.400181 -0.762792 -0.19 0.42 0.27
H -0.964282 -0.750901 -0.391282 -0.05 -0.04 0.24
H 2.084528 -1.835171 -5.159692 -0.21 0.57 -0.58
H -3.707622 1.783699 3.720688 0.86 -0.36 -0.20
H -0.418292 2.578679 1.621118 0.33 0.04 -0.10
H -3.291522 0.552129 -3.211472 0.40 -0.13 -0.38
H -1.385562 -1.048291 -4.489892 -0.53 0.27 0.23
H -0.708782 1.198369 4.412608 0.08 0.12 -0.12
H 2.599678 -1.246001 -0.006312 -1.26 0.20 -0.46
H 0.907438 -0.763951 3.450828 0.03 -0.13 -0.26
H -4.504552 2.060429 2.191338 0.08 -0.25 -0.32
H 4.998308 0.529449 -4.058042 -0.48 0.15 -0.02
H -2.480572 0.379569 -1.668642 0.71 -0.61 -0.22
H -2.558712 1.900689 -2.385122 -0.40 0.21 0.01
H 0.054288 -0.140111 0.948858 -0.08 0.43 0.11
H 4.063458 -0.247091 -1.395072 0.19 0.23 -0.63
H -5.511312 -1.198201 1.793108 0.17 0.22 0.01
H -0.580942 4.032969 2.691888 0.17 0.06 -0.22
H -1.535962 -2.070291 5.955548 0.03 0.04 -0.26
H 5.201018 1.245479 -5.717592 -0.42 0.20 0.19
H 3.733038 -0.749771 -6.587742 0.05 0.58 -0.26
H -2.836422 -0.639171 3.994858 0.37 0.42 0.03
H 0.530938 1.921859 -2.739942 0.06 0.15 0.17
H 2.431158 -0.751911 -3.848272 0.15 0.20 0.11
H -0.363462 -2.027111 3.614068 -0.64 0.61 0.20
H -2.744832 0.197879 1.688768 0.55 -0.18 0.04
H -0.264822 -1.533381 7.046738 -0.17 -0.24 0.25
H 0.532258 0.159199 5.746428 0.54 -0.19 -0.44
H 0.179078 -1.806871 0.528498 -0.06 -0.14 -0.19
H -1.407752 2.534689 3.074198 -0.54 0.30 -0.61
H -0.242992 -1.131461 -3.178172 -0.26 0.16 0.33
H 2.674748 1.570309 -5.260492 0.51 -0.25 0.15
H 3.515858 -2.054661 -4.370542 0.66 0.22 0.18
H 0.151708 -0.392241 -4.687102 0.25 0.31 0.10
```
Forces are in eV/Å.

***

[6]
Here is the molecule C4H8O2S in a non-equilibrium geometry from the OMol25 dataset. Energies are from ωB97M-V/def2-TZVPD.

The HOMO energy comes out at -8.87 eV. The calculated total energy is -705.8430 Eh. The HOMO-LUMO gap comes out at 0.35372 hartree. The calculation puts the largest force on an atom at 5.327 eV/A. The SMILES is O=C(O)CCCS.

Geometry as XYZ:
```
15
Properties=species:S:1:pos:R:3:forces:R:3
S 0.417328 -1.955757 -1.754216 1.06 -2.19 -0.91
O -0.163903 2.187208 -0.021615 1.38 -2.66 1.60
O -1.716046 1.347013 1.388161 0.22 -0.70 -0.18
C -0.075510 -0.972609 -0.434902 -1.53 4.42 2.55
C -0.585929 1.280554 0.995332 0.38 2.88 0.20
C 0.603246 0.563583 1.554320 -1.39 -2.80 1.58
C 1.136371 -0.245873 0.370807 0.11 -1.00 -1.01
H -0.492150 -0.126712 -1.061018 -0.14 -0.42 1.47
H 1.596325 0.522525 -0.329096 -0.11 -1.41 0.68
H -0.738843 -2.593675 -1.763878 -0.32 -0.47 -0.41
H -0.959545 -1.250534 0.322294 2.17 -0.17 -1.78
H 1.303657 1.258843 2.008165 0.13 0.16 -0.38
H 0.284184 -0.177906 2.451867 0.37 1.78 -2.17
H 1.834329 -1.051087 0.731716 -0.32 1.02 -0.57
H -0.934677 2.682963 -0.138306 -2.03 1.55 -0.69
```
Forces are in eV/Å.

***

Question: Which value of calculated total energy does entry 3 give?
Answer: -360.6162 Eh

***

Question: The highest calculated total energy belongs to which entry?
Answer: C4H5NO2

***

Question: Which of these has the highest calculated total energy?
Answer: C4H5NO2